ORCA calculation (wB97M-V/def2-TZVPD) on a structure of composition C41H41Br4CaN7O4S2Si in a non-equilibrium geometry.

The geometry in XYZ format:
```
101
Properties=species:S:1:pos:R:3:lowdin_charge:R:1
Ca -0.59 0.54 -1.43 1.297
C 1.40 0.51 -0.01 -0.342
Si 1.54 -1.07 0.89 0.579
C -0.09 -1.58 1.76 -0.227
N -1.28 -1.43 0.90 -0.193
C -2.44 -0.92 1.62 -0.207
C -3.07 -1.94 2.59 -0.169
C -3.15 -3.33 1.94 -0.198
C -2.96 -3.23 0.43 -0.187
C -1.58 -2.65 0.12 -0.183
C 2.83 -0.99 2.32 -0.218
C 4.12 -1.53 2.19 -0.100
C 5.10 -1.31 3.14 -0.115
C 4.83 -0.52 4.25 -0.129
C 3.57 0.03 4.40 -0.115
C 2.59 -0.20 3.44 -0.108
C 2.23 -2.48 -0.18 -0.248
C 2.24 -3.81 0.25 -0.115
C 2.83 -4.81 -0.51 -0.115
C 3.45 -4.49 -1.71 -0.132
C 3.45 -3.18 -2.15 -0.110
C 2.84 -2.19 -1.40 -0.098
H 2.33 0.67 -0.57 -0.054
H 1.31 1.36 0.69 -0.020
H -0.19 -0.91 2.62 0.075
H -0.04 -2.60 2.17 0.079
H -3.20 -0.61 0.89 0.098
H -2.16 -0.02 2.16 0.106
H -4.06 -1.57 2.87 0.102
H -2.47 -1.99 3.50 0.096
H -4.11 -3.81 2.18 0.094
H -2.36 -3.98 2.34 0.101
H -3.75 -2.61 0.00 0.100
H -3.04 -4.22 -0.04 0.108
H -1.50 -2.44 -0.95 0.077
H -0.83 -3.41 0.35 0.109
H 4.35 -2.15 1.33 0.091
H 6.09 -1.74 3.02 0.089
H 5.60 -0.34 5.00 0.085
H 3.35 0.66 5.26 0.090
H 1.61 0.25 3.57 0.093
H 1.78 -4.07 1.20 0.097
H 2.81 -5.84 -0.17 0.090
H 3.92 -5.27 -2.30 0.092
H 3.92 -2.93 -3.10 0.098
H 2.83 -1.17 -1.76 0.084
N -5.50 5.25 5.76 0.060
C -4.74 4.59 4.77 -0.347
C -3.36 4.47 4.90 -0.056
C -2.62 3.77 3.96 -0.013
C -3.24 3.17 2.87 -0.381
C -4.62 3.30 2.73 -0.012
C -5.36 4.00 3.68 -0.045
S -2.01 3.27 0.50 0.904
O -3.08 4.20 0.19 -0.449
O -2.53 2.45 1.97 -0.297
N -2.02 1.97 -0.45 -0.331
C -3.13 1.35 -0.87 -0.511
N -4.36 1.61 -0.34 0.131
C -5.38 0.93 -0.82 -0.152
C -5.27 -0.04 -1.80 -0.078
C -3.99 -0.27 -2.27 -0.134
N -2.94 0.40 -1.82 0.036
H -4.97 5.96 6.26 0.068
H -6.36 5.63 5.41 0.068
H -2.86 4.93 5.75 0.100
H -1.55 3.67 4.06 0.116
H -5.09 2.84 1.87 0.100
H -6.44 4.09 3.57 0.101
H -6.35 1.18 -0.38 0.101
H -6.12 -0.60 -2.17 0.084
H -3.79 -1.02 -3.03 0.119
Br 0.59 -1.30 -8.33 0.622
C 0.39 -1.32 -6.44 -0.785
C 0.43 -2.51 -5.74 -0.784
Br 0.74 -4.15 -6.64 0.628
C 0.24 -2.49 -4.35 -0.625
Br 0.15 -4.10 -3.34 0.741
C 0.03 -1.31 -3.62 -0.454
O -0.14 -1.30 -2.34 -0.310
C 0.01 -0.06 -4.35 -0.470
O -0.14 1.05 -3.70 -0.260
C 0.17 -0.12 -5.74 -0.651
Br 0.16 1.55 -6.65 0.686
C 3.69 0.62 -4.22 0.004
C 3.58 1.57 -3.07 -0.283
C 4.58 1.72 -2.15 -0.005
C 4.32 2.57 -1.05 -0.346
N 3.29 3.37 -1.02 0.092
C 2.35 3.32 -2.00 -0.886
S 1.10 4.42 -2.03 0.560
N 2.47 2.32 -2.96 0.118
C 5.20 2.53 0.16 -0.025
H 4.69 0.19 -4.27 0.081
H 3.46 1.13 -5.15 0.089
H 2.96 -0.19 -4.10 0.084
H 5.49 1.15 -2.22 0.107
H 1.61 2.05 -3.46 0.113
H 6.21 2.18 -0.09 0.070
H 4.76 1.83 0.87 0.085
H 5.24 3.51 0.63 0.076
```

Values from the calculation:
Gap between HOMO and LUMO = 5.970 eV
DFT total energy = -14330.9945 Ha
Energy relative to the best compared isomer or geometry (same formula, charge and spin) = 147.7 kJ/mol
Charge = -2
LUMO energy = 3.919 eV

ORCA calculation (wB97M-V/def2-TZVPD) on a structure of composition C41H41CdCl5N5O4PS.

The geometry in XYZ format:
```
99
Properties=species:S:1:pos:R:3:lowdin_charge:R:1
Cd 1.53 -0.12 -0.36 1.400
O 4.10 2.88 2.61 0.037
C 3.16 3.83 2.74 -0.289
C 3.32 4.80 3.73 -0.033
C 2.36 5.78 3.92 -0.119
C 1.23 5.82 3.11 -0.120
C 1.07 4.86 2.12 -0.054
C 2.02 3.85 1.92 -0.093
C 1.83 2.79 0.89 -0.492
O 2.73 1.89 0.78 -0.153
N 0.75 2.90 0.15 0.027
N 0.72 1.93 -0.86 -0.080
C 0.12 2.34 -1.91 -0.131
C 0.07 1.73 -3.22 -0.158
C -0.79 2.30 -4.17 -0.080
C -0.77 1.95 -5.50 -0.143
C 0.20 1.01 -5.92 -0.129
C 1.06 0.44 -5.02 -0.041
C 0.99 0.71 -3.61 -0.428
O 1.76 0.09 -2.80 -0.245
H 3.75 2.28 1.89 0.050
H 4.21 4.76 4.35 0.106
H 2.50 6.52 4.69 0.088
H 0.48 6.58 3.25 0.083
H 0.20 4.85 1.48 0.099
H -0.34 3.34 -1.84 0.118
H -1.48 3.07 -3.83 0.100
H -1.45 2.40 -6.21 0.076
H 0.26 0.74 -6.96 0.089
H 1.80 -0.29 -5.34 0.106
Cl 4.00 -1.94 -2.34 0.646
C 4.19 -2.07 -0.61 -0.715
C 3.34 -1.35 0.22 -0.260
C 3.60 -1.48 1.58 -0.708
Cl 2.62 -0.62 2.73 0.692
C 4.62 -2.28 2.10 -0.709
Cl 4.90 -2.40 3.81 0.637
C 5.43 -3.00 1.23 -0.716
Cl 6.69 -4.01 1.84 0.629
C 5.21 -2.90 -0.14 -0.714
Cl 6.22 -3.79 -1.23 0.621
C -2.30 -2.33 -7.86 -0.062
C -1.66 -2.38 -6.50 -0.285
C -2.20 -1.67 -5.43 -0.038
C -1.59 -1.66 -4.19 -0.056
C -0.43 -2.40 -4.00 -0.383
C 0.13 -3.11 -5.05 -0.081
C -0.49 -3.10 -6.29 -0.051
S 0.36 -2.34 -2.39 0.877
C -0.16 -3.99 -1.90 -0.217
O -0.49 -1.38 -1.59 -0.589
H -3.37 -2.13 -7.78 0.070
H -2.17 -3.28 -8.39 0.070
H -1.86 -1.55 -8.47 0.077
H -3.10 -1.08 -5.58 0.112
H -1.97 -1.08 -3.36 0.111
H 1.06 -3.65 -4.90 0.114
H -0.05 -3.66 -7.11 0.106
H -1.25 -4.03 -1.85 0.070
H 0.28 -4.21 -0.93 0.023
H 0.22 -4.70 -2.64 0.052
C 0.44 1.61 4.14 -0.152
C -0.99 1.81 3.62 -0.540
C -1.93 1.94 4.81 -0.122
P -1.30 0.55 2.27 1.087
C -2.85 1.12 1.37 -0.550
C -2.43 1.74 0.03 -0.156
C -3.81 2.06 2.10 -0.136
C -1.94 -1.00 3.09 -0.566
C -3.32 -1.00 3.77 -0.120
C -0.89 -1.59 4.03 -0.137
H 0.77 2.49 4.71 0.079
H 1.14 1.46 3.32 0.002
H 0.49 0.74 4.79 0.059
H -1.00 2.75 3.06 0.089
H -1.85 1.07 5.47 0.060
H -2.98 2.05 4.54 0.042
H -1.65 2.81 5.41 0.073
H -3.37 0.19 1.15 0.097
H -1.77 2.60 0.19 0.049
H -3.31 2.08 -0.52 0.070
H -1.89 1.02 -0.58 0.049
H -3.31 2.99 2.39 0.072
H -4.24 1.61 2.99 0.046
H -4.64 2.33 1.43 0.068
H -2.01 -1.67 2.23 0.059
H -3.31 -0.45 4.71 0.058
H -3.60 -2.04 3.98 0.042
H -4.09 -0.58 3.13 0.055
H -0.80 -1.01 4.95 0.059
H 0.10 -1.63 3.55 0.023
H -1.17 -2.61 4.31 0.068
N 0.47 -2.16 1.02 0.121
C -0.09 -3.11 1.37 -0.248
C -0.79 -4.25 1.79 -0.283
C -2.07 -4.16 2.38 -0.271
N -3.12 -4.10 2.86 0.127
C -0.23 -5.53 1.60 -0.280
N 0.23 -6.58 1.44 0.092
```

Values from the calculation:
Gap between HOMO and LUMO = 6.352 eV
DFT total energy = -5370.0209 Ha
Energy relative to the best compared isomer or geometry (same formula, charge and spin) = 49.4 kJ/mol
Charge = -2
LUMO energy = 3.755 eV

ORCA calculation (wB97M-V/def2-TZVPD) on a structure of composition C41H42BeP2 in a non-equilibrium geometry.

The geometry in XYZ format:
```
86
Properties=species:S:1:pos:R:3:lowdin_charge:R:1
Be -0.74 0.44 -0.91 0.160
C -2.10 0.92 -5.80 -0.090
C -2.06 -0.40 -5.53 -0.140
C -1.37 -1.41 -6.39 -0.191
C 0.07 -1.06 -6.85 -0.173
C 0.87 -0.20 -5.92 -0.125
C 0.83 1.13 -5.88 -0.106
C 0.02 1.98 -6.80 -0.185
C -1.45 1.55 -7.00 -0.181
C 1.27 0.19 -0.34 -0.228
H -2.70 1.59 -5.18 0.091
H -2.70 -0.82 -4.74 0.073
H -1.99 -1.61 -7.29 0.121
H -1.35 -2.36 -5.84 0.075
H 0.61 -2.02 -6.97 0.111
H 0.01 -0.61 -7.85 0.102
H 1.58 -0.74 -5.29 0.071
H 1.52 1.69 -5.24 0.061
H 0.49 2.06 -7.80 0.115
H 0.03 3.01 -6.41 0.102
H -2.03 2.45 -7.26 0.109
H -1.52 0.88 -7.87 0.101
H 0.63 1.13 -0.34 0.051
H 2.05 0.38 0.42 0.090
H 0.78 -0.75 -0.03 0.067
P -1.64 -0.75 -2.37 0.979
P 2.22 0.00 -1.85 0.937
C -0.13 -1.18 -3.22 -0.364
C 1.22 -0.99 -2.95 -0.367
C -2.67 -2.24 -2.16 -0.330
C -2.79 -3.22 -3.16 -0.077
C -3.51 -4.39 -2.89 -0.084
C -4.10 -4.58 -1.63 -0.091
C -4.00 -3.59 -0.64 -0.076
C -3.32 -2.40 -0.92 -0.087
C -2.79 0.66 -2.70 -0.371
C -2.26 1.97 -2.76 -0.152
C -3.12 3.07 -2.89 -0.098
C -4.52 2.87 -2.86 -0.093
C -5.05 1.58 -2.72 -0.083
C -4.19 0.48 -2.68 -0.080
C 3.72 -0.98 -1.56 -0.288
C 3.55 -2.33 -1.21 -0.085
C 4.66 -3.18 -1.11 -0.075
C 5.95 -2.68 -1.36 -0.080
C 6.12 -1.34 -1.69 -0.082
C 5.02 -0.48 -1.78 -0.068
C 2.68 1.70 -2.24 -0.313
C 2.58 2.78 -1.33 -0.073
C 2.78 4.08 -1.79 -0.076
C 3.11 4.32 -3.13 -0.072
C 3.29 3.24 -4.01 -0.079
C 3.12 1.93 -3.55 -0.118
H -0.33 -1.88 -4.04 0.044
H 1.89 -1.67 -3.50 0.064
H -2.32 -3.09 -4.14 0.080
H -3.62 -5.16 -3.66 0.103
H -4.65 -5.49 -1.41 0.098
H -4.44 -3.73 0.35 0.106
H -3.26 -1.60 -0.18 0.095
H -1.17 2.13 -2.74 0.081
H -2.71 4.07 -3.01 0.104
H -5.18 3.74 -2.93 0.100
H -6.13 1.44 -2.64 0.104
H -4.60 -0.53 -2.61 0.105
H 2.55 -2.72 -1.04 0.110
H 4.52 -4.23 -0.85 0.107
H 6.81 -3.35 -1.29 0.106
H 7.12 -0.95 -1.89 0.106
H 5.16 0.57 -2.03 0.102
H 2.35 2.60 -0.28 0.104
H 2.67 4.92 -1.10 0.108
H 3.23 5.34 -3.50 0.106
H 3.55 3.40 -5.06 0.113
H 3.29 1.09 -4.22 0.113
C -2.86 0.36 3.12 -0.112
C -1.96 -0.67 2.81 -0.100
C -1.36 -0.70 1.53 -0.152
C -1.64 0.31 0.62 -0.269
C -2.55 1.31 0.90 -0.122
C -3.20 1.32 2.15 -0.095
H -3.30 0.40 4.12 0.093
H -1.70 -1.45 3.53 0.095
H -0.70 -1.53 1.28 0.089
H -2.78 2.07 0.16 0.084
H -3.97 2.07 2.34 0.096
```

Values from the calculation:
Gap between HOMO and LUMO (spin up / spin down) = 5.371 / 4.608 eV
DFT total energy = -2284.7296 Ha
Energy relative to the best compared isomer or geometry (same formula, charge and spin) = 0.0 kJ/mol
LUMO energy (spin up / spin down) = 0.296 / 0.241 eV